Density functional theory data (ωB97M-V/def2-TZVPD) for a molecular structure, C21H23F6Si at a distorted geometry.

Element x y z (Å)
Si 3.35 0.59 1.48
F -5.58 -4.15 0.83
F -6.68 -2.64 2.03
F 1.60 0.75 -5.47
F 3.17 1.58 -4.17
F -7.07 -2.84 -0.12
F 2.91 -0.60 -4.37
C -1.43 0.57 0.21
C 1.90 1.28 2.53
C -3.08 -1.19 -0.80
C -0.08 0.03 1.47
C 2.23 0.57 -4.27
C -6.07 -2.86 0.82
C 0.60 1.77 -2.81
C -2.74 -0.20 0.14
C -4.84 -0.74 1.34
C -4.18 -2.05 -0.61
C 0.90 -0.63 -2.50
C -0.58 0.64 -1.02
C 0.00 -0.56 -1.44
C -0.29 1.81 -1.75
C -3.72 0.06 1.10
C -5.01 -1.85 0.51
C 3.66 1.72 0.04
C 4.59 0.60 2.87
C 2.98 -1.09 0.78
C 0.64 1.16 1.73
C 1.25 0.56 -3.13
H 0.84 2.70 -3.36
H 2.14 2.33 2.83
H -1.20 0.03 1.85
H 2.93 -1.85 1.57
H -3.64 0.95 1.72
H 0.24 2.08 1.27
H -0.27 -1.46 -0.92
H 1.79 0.69 3.47
H 4.57 1.38 -0.47
H 0.49 -0.94 1.63
H -0.79 2.77 -1.54
H -5.48 -0.56 2.22
H 1.39 -1.57 -2.75
H 2.85 1.72 -0.70
H 2.05 -1.15 0.21
H 3.81 -1.35 0.10
H -2.52 -1.34 -1.71
H -1.63 1.57 0.59
H 4.68 1.59 3.32
H 5.58 0.29 2.49
H -4.35 -2.90 -1.28
H 3.81 2.77 0.34
H 4.28 -0.08 3.67

## Properties
lowest unoccupied orbital energy: -5.185 eV
frontier orbital gap: 7.5706 eV
E_HOMO: -12.7559 eV
total energy: -1702.41161 Eh
charge: +1

---

Density functional theory data (ωB97M-V/def2-TZVPD) for a molecular structure, C21H23MnNO2SSe2 at a distorted geometry.

Element x y z (Å)
Se 2.10 0.03 -0.69
Se -0.54 1.83 -3.01
Mn -0.47 0.03 -0.76
S -4.83 -0.32 0.74
O -0.20 2.30 0.27
O 3.34 4.37 -2.35
N -0.90 -0.22 1.61
C -4.92 -0.03 -0.95
C 1.60 3.04 -1.17
C -0.40 -0.61 3.93
C 2.19 -4.46 -0.99
C 0.19 -3.08 -0.68
C 2.18 -4.87 0.34
C -2.22 -0.28 1.85
C 1.17 -4.37 1.16
C -2.59 0.13 -0.55
C -3.69 0.17 -1.49
C -0.03 -0.38 2.61
C 2.57 4.22 -1.13
C 1.23 -3.58 -1.48
C 0.48 3.34 -2.21
C 2.44 1.77 -1.55
C -1.77 -0.66 4.20
C 0.21 -3.50 0.66
C -2.68 -0.50 3.17
C -0.84 -2.14 -1.16
C -3.08 -0.13 0.69
C 1.04 3.01 0.25
H 2.94 -5.54 0.73
H 2.27 1.59 -2.61
H 1.29 -3.23 -2.51
H 3.25 4.10 -0.29
H -3.55 0.38 -2.55
H -0.23 4.02 -1.73
H 0.87 4.03 0.59
H -0.57 -3.11 1.33
H -0.39 2.00 1.16
H 1.75 2.51 0.90
H 1.01 -0.34 2.32
H 2.97 -4.81 -1.66
H -5.89 0.01 -1.44
H 3.42 3.49 -2.72
H -0.98 -2.16 -2.23
H -3.74 -0.54 3.36
H 0.35 -0.75 4.69
H 0.93 3.90 -3.03
H 3.50 1.98 -1.38
H 2.01 5.15 -0.99
H -2.13 -0.83 5.21
H 1.13 -4.66 2.21
H -1.78 -2.33 -0.66

## Properties
2S+1: 6
lowest unoccupied orbital energy (alpha / beta): 4.351 / 4.313 eV
frontier orbital gap (alpha / beta): 3.7159 / 4.9861 eV
<S²>: 8.77
E_HOMO (alpha / beta): 0.6354 / -0.6732 eV
total energy: -7371.29968 Eh
charge: -2

---

Density functional theory data (ωB97M-V/def2-TZVPD) for a molecular structure, C21H23N3O3S at a distorted geometry.

Element x y z (Å)
S 2.33 -4.19 0.17
O -6.84 0.70 -0.17
O -2.93 -1.73 1.19
O 0.18 0.19 -0.89
N -4.11 0.25 0.20
N -0.25 -3.97 -0.17
N -0.98 -1.56 -0.79
C -4.64 0.91 -0.75
C 2.63 0.67 0.76
C 3.20 -0.43 -0.25
C 3.12 1.91 0.83
C 0.13 -0.95 -0.47
C 4.28 -0.01 -1.00
C 4.41 2.31 -0.22
C 3.35 -2.64 0.29
C -3.06 -0.78 0.24
C -5.97 0.68 -1.33
C -6.50 -0.32 0.84
C -1.27 -3.05 -0.44
C 4.89 3.70 -0.21
C 0.87 -3.28 0.04
C 4.91 1.39 -1.05
C -5.03 0.36 1.39
C 1.10 -1.80 -0.07
C 2.63 -1.79 -0.14
C -2.25 -0.73 -0.93
C 2.63 3.13 1.42
C 4.69 -2.88 0.58
H 1.77 0.64 1.29
H 5.26 4.09 0.57
H -2.86 -1.19 -1.67
H 2.20 4.14 0.96
H 5.47 -3.35 -0.30
H -2.37 -3.33 -0.39
H 1.88 2.68 2.14
H 4.90 -3.61 1.45
H 3.95 4.49 -0.54
H -4.71 -0.54 1.94
H 5.68 3.78 -1.08
H 5.69 1.37 -1.67
H -7.25 -0.11 1.66
H -3.85 0.82 -1.64
H 5.09 -1.79 0.66
H -6.10 -0.33 -1.59
H 3.37 3.54 2.10
H -5.07 1.20 2.02
H -4.47 1.91 -0.35
H 4.69 -0.86 -1.57
H -1.86 0.33 -1.45
H -6.39 1.23 -2.17
H -6.52 -1.20 0.55

## Properties
lowest unoccupied orbital energy: -0.346 eV
frontier orbital gap: 7.8131 eV
E_HOMO: -8.1592 eV
total energy: -1601.72086 Eh
charge: 0

---

Density functional theory data (ωB97M-V/def2-TZVPD) for C21H23N3O6 in the gas phase at a distorted geometry.

Element x y z (Å)
O 6.85 2.16 0.22
O 5.90 -2.52 0.42
O 5.25 3.44 -0.17
O -5.22 -1.47 -1.36
O 1.15 0.65 -0.64
O 3.94 -3.37 0.29
N 5.75 2.43 -0.05
N 4.67 -2.26 0.49
N -4.20 0.32 -0.31
C 2.43 0.43 -0.35
C -4.67 1.24 -1.31
C -6.42 2.21 0.19
C -1.83 -1.94 -0.07
C -1.00 -1.91 0.96
C 5.20 0.10 0.38
C -4.89 0.96 2.16
C -5.72 2.30 1.53
C 2.84 -0.67 -0.08
C -4.55 -1.08 -0.44
C 4.72 1.36 -0.25
C -4.43 -1.97 0.80
C -0.68 -0.44 -1.38
C -1.75 -1.18 -1.32
C -3.70 0.77 0.88
C -5.46 2.62 -0.85
C 0.08 -0.67 0.76
C -3.09 -2.70 -0.09
C 4.30 -0.94 0.08
C 3.39 1.78 -0.27
C 0.11 -0.21 -0.31
H 3.01 2.67 -0.57
H -3.31 1.64 0.66
H -3.79 1.40 -2.02
H -4.32 1.33 3.05
H -6.50 2.30 2.51
H -0.56 0.17 -2.37
H -5.00 3.31 1.63
H -5.92 2.65 -1.84
H -2.66 -3.58 0.78
H 6.15 -0.02 0.23
H -5.21 -2.71 0.93
H 0.61 -0.58 1.64
H -4.77 3.27 -0.67
H -5.47 0.20 2.03
H 2.39 -1.74 -0.06
H -4.10 -1.50 1.66
H -3.33 -3.31 -0.84
H -2.49 -1.49 -2.20
H -6.81 1.16 0.16
H -7.12 2.78 0.30
H -2.96 -0.05 1.14
H -1.09 -2.18 1.86
H -5.42 0.56 -1.90

## Properties
lowest unoccupied orbital energy: -2.054 eV
structure (SMILES): O=C(CCc1ccc(Oc2cc([N+](=O)[O-])cc([N+](=O)[O-])c2)cc1)N1CCCCCC1
frontier orbital gap: 6.3833 eV
E_HOMO: -8.4373 eV
total energy: -1428.94578 Eh
charge: 0

---

Repeat the fourth record exactly.
Density functional theory data (ωB97M-V/def2-TZVPD) for C21H23N3O6 in the gas phase at a distorted geometry.

Element x y z (Å)
O 6.85 2.16 0.22
O 5.90 -2.52 0.42
O 5.25 3.44 -0.17
O -5.22 -1.47 -1.36
O 1.15 0.65 -0.64
O 3.94 -3.37 0.29
N 5.75 2.43 -0.05
N 4.67 -2.26 0.49
N -4.20 0.32 -0.31
C 2.43 0.43 -0.35
C -4.67 1.24 -1.31
C -6.42 2.21 0.19
C -1.83 -1.94 -0.07
C -1.00 -1.91 0.96
C 5.20 0.10 0.38
C -4.89 0.96 2.16
C -5.72 2.30 1.53
C 2.84 -0.67 -0.08
C -4.55 -1.08 -0.44
C 4.72 1.36 -0.25
C -4.43 -1.97 0.80
C -0.68 -0.44 -1.38
C -1.75 -1.18 -1.32
C -3.70 0.77 0.88
C -5.46 2.62 -0.85
C 0.08 -0.67 0.76
C -3.09 -2.70 -0.09
C 4.30 -0.94 0.08
C 3.39 1.78 -0.27
C 0.11 -0.21 -0.31
H 3.01 2.67 -0.57
H -3.31 1.64 0.66
H -3.79 1.40 -2.02
H -4.32 1.33 3.05
H -6.50 2.30 2.51
H -0.56 0.17 -2.37
H -5.00 3.31 1.63
H -5.92 2.65 -1.84
H -2.66 -3.58 0.78
H 6.15 -0.02 0.23
H -5.21 -2.71 0.93
H 0.61 -0.58 1.64
H -4.77 3.27 -0.67
H -5.47 0.20 2.03
H 2.39 -1.74 -0.06
H -4.10 -1.50 1.66
H -3.33 -3.31 -0.84
H -2.49 -1.49 -2.20
H -6.81 1.16 0.16
H -7.12 2.78 0.30
H -2.96 -0.05 1.14
H -1.09 -2.18 1.86
H -5.42 0.56 -1.90

## Properties
lowest unoccupied orbital energy: -2.054 eV
structure (SMILES): O=C(CCc1ccc(Oc2cc([N+](=O)[O-])cc([N+](=O)[O-])c2)cc1)N1CCCCCC1
frontier orbital gap: 6.3833 eV
E_HOMO: -8.4373 eV
total energy: -1428.94578 Eh
charge: 0

---

> The highest charge belongs to which entry?

C21H23F6Si

---

> What is the charge in the third record?

0

---

> charge of number 2 (C21H23MnNO2SSe2)?

-2